DFT (the ωB97M-V functional and the def2-TZVPD basis) results for a cluster of 2 separate species, C13H14ClP in total in a non-equilibrium geometry.

Geometry (Å):
1 C 0.1364 0.7861 -3.3610
2 C -0.7672 1.3047 -2.4925
3 C 1.3646 0.4070 -2.9394
4 C -0.4442 1.3934 -1.1186
5 C 1.7686 0.5451 -1.6501
6 C 0.8842 1.0337 -0.7115
7 C -1.4017 -3.4968 -0.5918
8 C -1.1613 0.8395 3.2944
9 C 1.5100 3.1232 1.2446
10 C -0.6474 -3.2132 0.4444
11 C -1.0892 -2.0605 1.2055
12 C -0.3364 -1.3460 2.0249
13 C -0.5712 0.0253 2.4406
14 P 1.3025 1.3563 1.0207
15 Cl 3.0034 0.4881 1.4236
16 H -0.0877 0.4476 -4.3767
17 H -1.8148 1.6117 -2.9940
18 H 2.0493 -0.1715 -3.5546
19 H -1.1250 1.9716 -0.4939
20 H 2.8216 0.3199 -1.3788
21 H -1.3666 -4.4918 -1.0574
22 H -2.3739 -3.0496 -0.7659
23 H -1.1018 1.9382 3.1731
24 H -1.5003 0.4774 4.3173
25 H 1.5190 3.4371 2.2752
26 H 0.6238 3.5898 0.7274
27 H 0.2832 -3.8638 0.5349
28 H -2.0758 -1.6605 0.9087
29 H 0.5976 -1.7417 2.4508

Calculated values
Relative energy (zero: lowest compared OMol25 entry of this formula, charge and spin) (kcal per mole): 59.5
Calculated total energy (eV): -35513.126
Kohn-Sham gap (alpha / beta) (eV): 6.89 / 6.34
2S+1: 1

DFT (the ωB97M-V functional and the def2-TZVPD basis) results for a cluster of 3 separate species, C28H50N3O12PS in total in a non-equilibrium geometry.

Geometry (Å):
1 C 4.0233 -3.3106 -2.0898
2 C 2.6430 -3.8822 -2.6005
3 O 2.6576 -4.5995 -3.5628
4 O 1.5096 -3.5412 -1.8649
5 C 0.5681 -2.7499 -2.6224
6 C -0.8896 -3.3058 -2.4242
7 C -1.7897 -2.5037 -1.4073
8 P -1.6618 -3.5195 0.1955
9 N -2.4969 -2.9160 1.3959
10 O -3.2214 -2.5944 -1.7058
11 S -4.1039 -1.3603 -1.0250
12 O -4.8194 -0.4826 -1.9394
13 O -5.0320 -1.8095 -0.0166
14 O -2.7843 -0.4748 -0.5301
15 C -1.5879 -0.9528 -1.2109
16 C -1.4131 -0.0114 -2.4641
17 C -2.3010 -0.3790 -3.7041
18 O -2.1207 -1.3162 -4.4471
19 C -0.4407 -0.7565 -0.1162
20 C 0.1904 0.6843 -0.1506
21 O -0.3450 1.5262 0.5495
22 C 1.4201 1.0623 -1.0132
23 C 1.3981 2.3937 -1.6442
24 C 2.5394 2.7963 -2.4824
25 C 3.6678 1.8747 -2.6966
26 C 3.7089 0.5417 -2.0712
27 C 2.5688 0.1716 -1.2234
28 H 3.9386 -3.2513 -0.9672
29 H 4.8737 -3.9901 -2.3334
30 H 4.1654 -2.2971 -2.5471
31 H 0.8173 -2.9092 -3.7130
32 H 0.6924 -1.6555 -2.4380
33 H -0.7722 -4.3449 -1.9887
34 H -1.4259 -3.4707 -3.4005
35 H -0.2671 -3.5973 0.5452
36 H -2.1295 -4.8339 -0.1486
37 H -1.8965 -2.6671 2.1850
38 H -0.3367 0.1281 -2.7765
39 H -1.7451 1.0162 -2.1297
40 H -3.1801 0.2982 -3.9421
41 H 0.3984 -1.4961 -0.2201
42 H -0.9387 -0.8620 0.8832
43 H 0.5369 3.0986 -1.5013
44 H 2.5368 3.7979 -2.9818
45 H 4.5076 2.2016 -3.3598
46 H 4.5736 -0.1346 -2.2543
47 H 2.5871 -0.8361 -0.7273
48 C 4.0244 -0.7263 5.4138
49 O 4.4347 -2.0812 5.4926
50 C 3.4457 -2.9416 6.0544
51 C 2.8996 -3.8928 4.9975
52 N 2.0797 -3.1815 4.0198
53 C 1.7371 -3.9781 2.8429
54 C 2.8855 -4.4328 1.9346
55 O 3.5346 -3.3698 1.2491
56 C 4.5679 -2.7315 1.9867
57 H 4.8869 -0.1307 5.1139
58 H 3.2387 -0.5949 4.6639
59 H 3.6745 -0.3644 6.3851
60 H 2.6415 -2.3802 6.5393
61 H 3.9469 -3.5340 6.8258
62 H 2.2915 -4.6612 5.4846
63 H 3.7559 -4.3825 4.5194
64 H 2.5797 -2.3572 3.7083
65 H 1.0573 -3.3681 2.2400
66 H 1.1696 -4.8577 3.1648
67 H 2.4470 -5.0619 1.1537
68 H 3.6129 -5.0651 2.4547
69 H 5.0825 -3.4179 2.6629
70 H 4.1704 -1.8783 2.5400
71 H 5.2967 -2.3406 1.2730
72 C -4.7962 7.6489 -1.7768
73 O -4.5133 7.2900 -0.4357
74 C -5.4395 6.3500 0.1075
75 C -4.7662 5.0029 0.3363
76 N -4.4616 4.3424 -0.9297
77 C -3.5905 3.1732 -0.7924
78 C -2.1670 3.4048 -0.2719
79 O -1.3371 4.1439 -1.1672
80 C -1.4487 5.5545 -1.0548
81 H -4.1332 8.4695 -2.0524
82 H -4.6089 6.8126 -2.4568
83 H -5.8309 7.9889 -1.8829
84 H -6.3329 6.2482 -0.5158
85 H -5.7561 6.7466 1.0770
86 H -5.4322 4.3632 0.9234
87 H -3.8567 5.1831 0.9213
88 H -4.0059 5.0050 -1.5456
89 H -3.5131 2.7234 -1.7873
90 H -4.0865 2.4368 -0.1520
91 H -1.6921 2.4196 -0.1762
92 H -2.1482 3.8429 0.7315
93 H -1.6701 5.8744 -0.0341
94 H -2.2052 5.9336 -1.7451
95 H -0.4927 5.9919 -1.3523

Calculated values
Calculated total energy (eV): -79003.093
Kohn-Sham gap (eV): 8.17
2S+1: 1
SMILES: CC(=O)OCC[C@]1([PH2]=N)OS(=O)(=O)O[C@@]1(CC=O)CC(=O)c1ccccc1.COCCNCCOC.COCCNCCOC

DFT (the ωB97M-V functional and the def2-TZVPD basis) results for the molecule C15H18N2O2S in a non-equilibrium geometry.

Geometry (Å):
1 C -1.6735 -4.8620 0.4130
2 C -1.5257 -3.3836 0.5982
3 C -2.6413 -2.5615 0.6517
4 C -2.5352 -1.1885 0.8428
5 C -1.2610 -0.6386 0.9719
6 C -0.1206 -1.4396 0.9453
7 C -0.2744 -2.8070 0.7545
8 H 0.6051 -3.4340 0.7305
9 C 1.2526 -0.8769 1.1140
10 H 1.9549 -1.6659 1.3727
11 H 1.2539 -0.1189 1.8913
12 H 1.5797 -0.4078 0.1875
13 S -1.0088 1.1251 1.1966
14 O -2.2227 1.8759 1.0218
15 O -0.2639 1.3708 2.3980
16 N 0.0153 1.4689 -0.1109
17 H -0.5412 1.4996 -0.9537
18 C 0.8253 2.6682 0.0559
19 C 1.9580 2.6491 -0.9299
20 C 1.8405 3.2464 -2.1793
21 C 2.8978 3.1660 -3.0708
22 C 4.0363 2.4795 -2.6775
23 N 4.1614 1.9066 -1.4926
24 C 3.1523 1.9921 -0.6461
25 H 3.3027 1.5172 0.3146
26 H 4.8898 2.3833 -3.3356
27 H 2.8391 3.6245 -4.0459
28 H 0.9347 3.7737 -2.4462
29 H 0.2252 3.5806 -0.0633
30 H 1.1990 2.6279 1.0809
31 C -3.7867 -0.3746 0.9174
32 H -4.6601 -1.0193 0.8495
33 H -3.8218 0.3596 0.1160
34 H -3.8241 0.1827 1.8503
35 H -3.6236 -2.9994 0.5479
36 H -1.8116 -5.3424 1.3818
37 H -2.5406 -5.0913 -0.2016
38 H -0.7863 -5.2862 -0.0501

Calculated values
Relative energy (zero: lowest compared OMol25 entry of this formula, charge and spin) (kcal per mole): 37.2
Calculated total energy (eV): -33757.222
Kohn-Sham gap (eV): 9.92
2S+1: 1
SMILES: Cc1cc(C)c(S(=O)(=O)NCc2cccnc2)c(C)c1